Run P
# C5H26N2O8

A cluster of 8 separate species, C5H26N2O8 in total (ωB97M-V with the def2-TZVPD basis set, the Open Molecules 2025 dataset).

Each line ends with the Löwdin charge.
Atoms and positions in Å:
C (-2.054, 2.459, -1.243)  -0.020
N (-1.373, 2.098, -0.240)  -0.045
C (-0.405, 3.045, 0.267)  -0.245
C (0.958, 2.323, 0.286)  -0.152
C (1.043, 1.292, 1.386)  -0.442
N (1.377, 1.736, 2.680)  0.080
C (2.187, 0.363, 0.915)  -0.231
O (2.486, -0.560, 1.939)  -0.108
H (-1.967, 3.448, -1.745)  0.084
H (-2.726, 1.721, -1.749)  0.089
H (-0.600, 3.583, 1.218)  0.120
H (-0.387, 3.975, -0.375)  0.109
H (1.059, 1.749, -0.666)  0.125
H (1.768, 3.060, 0.457)  0.130
H (0.204, 0.560, 1.226)  0.103
H (0.707, 2.353, 3.111)  0.078
H (1.798, 1.119, 3.356)  0.084
H (1.891, -0.247, 0.022)  0.085
H (3.095, 0.902, 0.606)  0.137
H (1.658, -1.003, 2.243)  0.027
O (1.512, -2.608, 0.362)  -0.050
H (2.295, -2.478, 0.920)  0.060
H (1.082, -1.782, 0.604)  -0.008
O (-1.622, -0.495, 1.165)  -0.093
H (-2.234, -0.788, 0.462)  0.001
H (-1.628, 0.480, 1.113)  0.016
O (1.062, -1.370, -2.143)  -0.049
H (0.786, -0.985, -1.302)  0.024
H (1.901, -1.761, -1.862)  0.070
O (-1.223, -2.759, -1.886)  -0.058
H (-0.301, -2.403, -1.846)  0.019
H (-1.331, -3.164, -2.750)  0.064
O (-3.264, -1.680, -0.743)  -0.078
H (-3.576, -2.545, -0.460)  0.056
H (-2.386, -1.804, -1.145)  -0.013
O (-0.805, -0.518, -4.363)  -0.060
H (0.138, -0.696, -4.492)  0.031
H (-1.105, -1.278, -3.854)  -0.004
O (0.303, -1.687, 3.094)  -0.042
H (-0.451, -1.139, 2.806)  0.039
H (0.127, -2.517, 2.629)  0.063

Summary:
Frontier orbital gap (eV): 9.288
Total charge: 0
Highest occupied orbital energy (eV): -8.9
SMILES string: C=NCC[C@H](N)CO.O.O.O.O.O.O.O
LUMO (eV): 0.345

Run Q
# C5H26N2O8

A cluster of 8 separate species, C5H26N2O8 in total (ωB97M-V with the def2-TZVPD basis set, the Open Molecules 2025 dataset).

Each line ends with the Löwdin charge.
Atoms and positions in Å:
C (2.858, -1.852, 0.719)  -0.014
N (2.022, -0.937, 1.151)  -0.067
C (1.328, -1.225, 2.378)  -0.263
C (-0.212, -1.093, 2.096)  -0.161
C (-0.650, 0.319, 1.937)  -0.486
N (-0.913, 1.072, 3.069)  0.080
C (-1.997, 0.155, 1.201)  -0.243
O (-2.582, 1.423, 1.143)  -0.116
H (3.078, -2.854, 1.250)  0.092
H (3.361, -1.731, -0.354)  0.110
H (1.619, -0.701, 3.345)  0.126
H (1.622, -2.293, 2.763)  0.117
H (-0.450, -1.591, 1.067)  0.143
H (-0.790, -1.531, 2.980)  0.143
H (-0.048, 0.770, 1.040)  0.125
H (-0.119, 1.250, 3.649)  0.077
H (-1.556, 1.874, 3.066)  0.107
H (-1.884, -0.211, 0.059)  0.099
H (-2.680, -0.593, 1.678)  0.146
H (-1.928, 2.060, 0.762)  0.030
O (-2.288, 1.305, -1.501)  -0.050
H (-2.993, 1.580, -0.906)  0.055
H (-1.638, 1.170, -0.810)  -0.013
O (1.495, 1.666, -0.161)  -0.073
H (2.052, 1.402, -0.843)  -0.060
H (1.759, 1.089, 0.607)  0.039
O (-1.513, -1.348, -1.847)  -0.081
H (-1.121, -0.729, -1.146)  0.054
H (-2.424, -1.045, -1.812)  0.061
O (0.156, -0.189, -3.361)  -0.035
H (-0.554, -0.427, -2.863)  -0.097
H (0.145, -0.759, -4.183)  0.087
O (2.948, 1.124, -2.376)  -0.049
H (3.008, 1.859, -2.944)  0.029
H (2.087, 0.654, -2.567)  0.052
O (0.518, -3.394, -2.740)  -0.110
H (-0.523, -3.582, -2.708)  0.105
H (0.580, -2.556, -3.189)  -0.031
O (-0.875, 3.386, 0.414)  -0.071
H (0.032, 2.997, 0.519)  0.045
H (-0.935, 3.488, -0.582)  0.095

Summary:
Frontier orbital gap (eV): 9.417
Total charge: 0
Highest occupied orbital energy (eV): -9.0
SMILES string: C=NCC[C@H](N)CO.O.O.O.O.O.O.O
LUMO (eV): 0.416

The most stable arrangement is run P, and the next structure is 1.902 eV less stable.

Run P
# C3H6O3

A cluster of 2 separate species, C3H6O3 in total (ωB97M-V with the def2-TZVPD basis set, the Open Molecules 2025 dataset).

Each line ends with the Löwdin charge.
Atoms and positions in Å:
C (2.294, -0.603, -3.267)  -0.012
C (1.568, -0.708, -2.028)  -0.253
O (1.689, 0.385, -1.179)  -0.087
H (1.976, -1.364, -4.165)  0.096
H (2.712, 0.444, -3.408)  0.060
H (1.213, -1.642, -1.683)  0.074
H (2.666, 0.491, -0.992)  0.122
O (-3.550, 0.991, 4.430)  0.088
C (-2.770, 1.010, 3.529)  -0.379
O (-2.143, -0.101, 3.032)  0.036
H (-2.748, 1.791, 2.728)  0.147
H (-2.907, -0.695, 3.005)  0.108

Summary:
Frontier orbital gap (eV): 9.966
Total charge: 0
Highest occupied orbital energy (eV): -9.3
SMILES string: C=CO.O=CO
LUMO (eV): 0.663

Run Q
# C3H6O3

An isolated molecule of C3H6O3 (ωB97M-V with the def2-TZVPD basis set, the Open Molecules 2025 dataset).

Each line ends with the Löwdin charge.
Atoms and positions in Å:
C (1.981, -0.427, 0.086)  -0.072
O (0.694, -0.510, 0.631)  -0.035
C (-0.160, 0.289, -0.058)  -0.472
O (0.105, 1.239, -0.759)  0.125
C (-1.551, -0.114, 0.284)  -0.188
O (-2.490, 0.578, -0.457)  -0.030
H (1.886, -0.462, -1.023)  0.107
H (2.447, 0.541, 0.275)  0.096
H (2.500, -1.293, 0.491)  0.099
H (-1.668, -1.188, 0.114)  0.138
H (-1.685, 0.054, 1.361)  0.141
H (-2.060, 1.292, -0.947)  0.089

Summary:
Frontier orbital gap (eV): 11.334
Total charge: 0
Highest occupied orbital energy (eV): -10.6
SMILES string: COC(=O)CO
LUMO (eV): 0.760

Run R
# C3H6O3

A structure of composition C3H6O3 (ωB97M-V with the def2-TZVPD basis set, the Open Molecules 2025 dataset).

Each line ends with the Löwdin charge.
Atoms and positions in Å:
O (-1.069, 0.749, 1.117)  -0.034
C (0.135, 0.815, 0.668)  -0.271
C (0.344, 0.805, -0.859)  -0.131
O (0.207, -0.551, -1.253)  -0.061
C (-0.011, -1.342, -0.131)  -0.335
O (-1.192, -1.450, 0.356)  0.034
H (-1.434, -0.363, 0.721)  0.074
H (0.625, -0.478, 0.739)  0.166
H (0.843, 1.389, 1.281)  0.140
H (1.345, 1.158, -1.132)  0.125
H (-0.409, 1.431, -1.347)  0.133
H (0.597, -2.251, -0.140)  0.158

Summary:
Frontier orbital gap (eV): 10.444
Total charge: 0
Highest occupied orbital energy (eV): -10.2
LUMO (eV): 0.196

Run S
# C3H6O3

An isolated molecule of C3H6O3 (ωB97M-V with the def2-TZVPD basis set, the Open Molecules 2025 dataset).

Each line ends with the Löwdin charge.
Atoms and positions in Å:
O (0.865, 1.503, 1.068)  0.090
C (-0.092, 1.106, 0.436)  -0.487
O (-1.427, 1.256, 0.779)  0.066
C (0.074, 0.214, -0.895)  -0.055
C (0.144, -1.260, -0.257)  -0.173
O (0.649, -2.471, -0.982)  -0.061
H (-1.527, 1.639, 1.679)  0.133
H (0.886, 0.682, -1.555)  0.135
H (-0.914, 0.256, -1.480)  0.117
H (-0.870, -1.624, -0.101)  0.116
H (0.781, -1.128, 0.603)  0.106
H (0.189, -2.482, -1.762)  0.014

Summary:
Frontier orbital gap (eV): 11.188
Total charge: 0
Highest occupied orbital energy (eV): -10.6
SMILES string: O=C(O)CCO
LUMO (eV): 0.604

The most stable arrangement is run Q, and the next structure is 0.554 eV less stable.

Run P
# C3H6O3

A cluster of 2 separate species, C3H6O3 in total (ωB97M-V with the def2-TZVPD basis set, the Open Molecules 2025 dataset).

Each line ends with the Löwdin charge.
Atoms and positions in Å:
C (-0.321, 0.563, 0.672)  -0.247
C (1.104, 0.020, -1.254)  -0.062
C (0.614, -0.411, 0.130)  -0.144
O (-0.731, 1.784, 0.392)  0.178
O (-0.427, 1.338, 1.736)  0.174
O (-2.555, -0.940, 0.659)  -0.337
H (1.578, 0.998, -1.209)  0.084
H (0.273, 0.064, -1.952)  0.092
H (1.828, -0.707, -1.617)  0.085
H (1.439, -0.510, 0.845)  0.142
H (0.114, -1.383, 0.060)  0.133
H (-2.916, -0.815, 1.539)  -0.098

Summary:
Frontier orbital gap (alpha / beta) (eV): 7.293 / 7.294
Total charge: 0
Highest occupied orbital energy (alpha / beta) (eV): -8.5 / -8.5
LUMO (alpha / beta) (eV): -1.166 / -1.166

Run Q
# C3H6O3

An isolated molecule of C3H6O3 (ωB97M-V with the def2-TZVPD basis set, the Open Molecules 2025 dataset).

Each line ends with the Löwdin charge.
Atoms and positions in Å:
C (-1.903, -1.221, -0.107)  -0.089
O (-0.850, -0.670, -0.775)  0.005
C (0.067, 0.033, -0.140)  -0.630
O (0.056, -0.058, 1.074)  0.059
O (1.002, 0.630, -0.853)  -0.022
C (2.022, 1.243, 0.058)  0.003
H (-2.864, -0.644, -0.284)  0.109
H (-2.189, -2.262, -0.502)  0.123
H (-1.684, -1.114, 0.930)  0.072
H (2.138, 0.341, 0.862)  0.149
H (2.735, 1.491, -0.729)  0.080
H (1.469, 2.232, 0.467)  0.140

Summary:
Frontier orbital gap (eV): 11.551
Total charge: 0
Highest occupied orbital energy (eV): -10.7
SMILES string: COC(=O)OC
LUMO (eV): 0.870

Run R
# C3H6O3

A cluster of 2 separate species, C3H6O3 in total (ωB97M-V with the def2-TZVPD basis set, the Open Molecules 2025 dataset).

Each line ends with the Löwdin charge.
Atoms and positions in Å:
C (-1.817, 0.309, 0.867)  -0.056
C (-0.853, 1.054, -0.016)  -0.351
O (-0.681, 0.755, -1.133)  0.049
H (-1.315, 0.427, 1.914)  0.105
H (-1.814, -0.786, 0.690)  0.087
H (-2.794, 0.794, 0.966)  0.082
H (-0.551, 2.116, 0.299)  0.140
O (2.555, 0.143, -1.093)  0.076
C (2.390, -0.941, -0.660)  -0.425
O (1.176, -1.528, -0.699)  0.018
H (3.108, -1.599, -0.062)  0.155
H (0.597, -0.745, -1.074)  0.118

Summary:
Frontier orbital gap (eV): 11.128
Total charge: 0
Highest occupied orbital energy (eV): -10.3
SMILES string: CC=O.O=CO
LUMO (eV): 0.799

The most stable arrangement is run R, and the next structure is 0.497 eV less stable.

Run P
# C3H4N2S2

An isolated molecule of C3H4N2S2 (ωB97M-V with the def2-TZVPD basis set, the Open Molecules 2025 dataset).

Each line ends with the Löwdin charge.
Atoms and positions in Å:
C (1.285, -0.941, -0.769)  -0.287
C (2.464, -0.565, -0.233)  -0.615
C (-0.244, 0.203, 0.653)  -0.352
N (0.053, -0.713, -0.386)  0.021
N (-0.543, 1.443, -0.055)  -0.544
S (3.828, 0.028, 0.208)  0.805
S (0.501, 2.686, -0.194)  0.567
H (1.365, -1.585, -1.646)  0.120
H (-1.152, -0.125, 1.168)  0.113
H (0.552, 0.401, 1.385)  0.102
H (-1.161, 1.281, -0.846)  0.069

Summary:
Frontier orbital gap (alpha / beta) (eV): 7.040 / 7.032
Total charge: 0
Highest occupied orbital energy (alpha / beta) (eV): -8.2 / -7.9
LUMO (alpha / beta) (eV): -1.168 / -0.897

Run Q
# C3H4N2S2

An isolated molecule of C3H4N2S2 (ωB97M-V with the def2-TZVPD basis set, the Open Molecules 2025 dataset).

Each line ends with the Löwdin charge.
Atoms and positions in Å:
S (-0.898, 2.228, -2.742)  0.668
C (0.088, 1.386, -1.791)  -0.793
N (-0.328, 0.606, -0.726)  -0.013
C (0.606, -0.008, -0.087)  -0.181
N (0.343, -0.814, 0.990)  -0.022
C (-0.909, -1.055, 1.490)  -0.704
S (-1.193, -2.013, 2.764)  0.663
H (1.170, 1.427, -1.969)  0.048
H (1.680, 0.055, -0.315)  0.142
H (1.111, -1.264, 1.468)  0.128
H (-1.671, -0.549, 0.919)  0.065

Summary:
Frontier orbital gap (eV): 7.718
Total charge: 0
Highest occupied orbital energy (eV): -8.9
SMILES string: S=C/N=C/NC=S
LUMO (eV): -1.145

The most stable arrangement is run Q, and the next structure is 2.633 eV less stable.

Run P
# H4O2Rb

A structure of composition H4O2Rb (ωB97M-V with the def2-TZVPD basis set, the Open Molecules 2025 dataset).

Each line ends with the Löwdin charge.
Atoms and positions in Å:
Rb (17.620, 6.642, 8.341)  1.559
O (17.664, 7.304, 6.391)  -0.397
H (18.201, 7.889, 5.856)  0.075
H (17.803, 6.437, 6.011)  0.031
O (18.611, 5.630, 9.951)  -0.368
H (19.274, 5.094, 10.387)  0.074
H (18.308, 6.234, 10.629)  0.026

Summary:
Frontier orbital gap (eV): 12.620
Total charge: +1
Highest occupied orbital energy (eV): -16.5
LUMO (eV): -3.906

Run Q
# H4O2Rb

A structure of composition H4O2Rb (ωB97M-V with the def2-TZVPD basis set, the Open Molecules 2025 dataset).

Each line ends with the Löwdin charge.
Atoms and positions in Å:
Rb (-0.648, -0.518, -0.167)  0.977
O (2.869, -3.840, -0.308)  -0.058
H (3.794, -3.670, -0.487)  0.035
H (2.876, -4.556, 0.328)  0.034
O (-2.828, 3.828, 0.219)  -0.059
H (-2.369, 4.617, -0.070)  0.034
H (-3.693, 4.138, 0.485)  0.036

Summary:
Frontier orbital gap (eV): 10.283
Total charge: +1
Highest occupied orbital energy (eV): -14.4
LUMO (eV): -4.142

The most stable arrangement is run Q, and the next structure is 2.788 eV less stable.

Run P
# C5H6O3

A structure of composition C5H6O3 (ωB97M-V with the def2-TZVPD basis set, the Open Molecules 2025 dataset).

Each line ends with the Löwdin charge.
Atoms and positions in Å:
C (1.146, 0.028, 0.041)  -0.464
C (0.083, 0.610, 1.006)  -0.099
C (0.151, 0.690, -0.934)  -0.175
C (-1.032, -0.232, -0.786)  -0.168
C (-1.206, -0.229, 0.656)  -0.192
H (2.537, -1.355, -0.372)  0.255
H (1.975, 0.866, 0.031)  0.190
H (0.517, 0.529, 2.124)  0.192
H (0.453, 1.116, -1.820)  0.127
H (-1.826, -0.212, -1.368)  0.109
H (-2.162, -0.204, 1.080)  0.140
O (1.511, -1.144, 0.029)  0.054
O (-0.071, 1.764, 0.033)  -0.030
O (-0.984, -1.363, -0.008)  0.062

Summary:
Frontier orbital gap (eV): 9.344
Total charge: 0
Highest occupied orbital energy (eV): -9.0
LUMO (eV): 0.318

Run Q
# C5H6O3

An isolated molecule of C5H6O3 (ωB97M-V with the def2-TZVPD basis set, the Open Molecules 2025 dataset).

Each line ends with the Löwdin charge.
Atoms and positions in Å:
O (1.956, 0.882, 1.885)  -0.040
C (1.203, -0.160, 1.836)  -0.151
C (0.299, -0.266, 0.581)  -0.208
C (-1.031, -0.708, 1.141)  -0.213
O (-1.895, -0.936, 0.355)  0.057
C (0.557, 0.503, -0.444)  0.071
C (-0.323, 0.578, -1.831)  -0.293
O (-0.787, -0.613, -2.096)  0.025
H (1.263, -0.648, 2.813)  0.117
H (-1.247, -0.844, 2.419)  0.195
H (1.837, 0.680, -0.631)  0.208
H (-0.806, 1.545, -1.907)  0.107
H (0.244, 0.908, -2.719)  0.119
H (-1.270, -0.921, -1.403)  0.005

Summary:
Frontier orbital gap (eV): 9.140
Total charge: 0
Highest occupied orbital energy (eV): -9.9
SMILES string: O=CC(C=O)=CCO
LUMO (eV): -0.768

Run R
# C5H6O3

An isolated molecule of C5H6O3 (ωB97M-V with the def2-TZVPD basis set, the Open Molecules 2025 dataset).

Each line ends with the Löwdin charge.
Atoms and positions in Å:
C (-0.476, 2.199, -0.198)  -0.077
C (0.135, 0.944, -0.803)  -0.075
C (0.151, -0.179, -0.129)  -0.278
C (0.613, -1.563, -0.555)  -0.091
O (0.099, -2.372, 0.448)  0.065
C (-0.275, -1.638, 1.529)  -0.492
O (-0.640, -2.069, 2.584)  0.176
O (-0.246, -0.320, 1.156)  0.138
H (-0.974, 2.727, -1.002)  0.064
H (-1.220, 1.981, 0.584)  0.083
H (0.279, 2.869, 0.218)  0.076
H (0.566, 0.976, -1.817)  0.125
H (0.276, -1.942, -1.522)  0.142
H (1.712, -1.616, -0.495)  0.143

Summary:
Frontier orbital gap (eV): 10.162
Total charge: 0
Highest occupied orbital energy (eV): -9.5
SMILES string: C/C=C1/COC(=O)O1
LUMO (eV): 0.702

The most stable arrangement is run R, and the next structure is 4.704 eV less stable.